33
Properties=species:S:1:pos:R:3:mulliken_charge:R:1 method="wB97M-V/def2-TZVPD" homo_ha=-0.3834 smiles=O.O.O.O.O.O.O.O.O.O.O
O 0.59275 -0.63307 -0.17591 -0.4914
H -0.24606 -0.57385 0.29514 0.2350
H 0.47818 -1.38733 -0.76495 0.2536
O 3.21320 3.95056 -0.59337 -0.6614
H 2.51806 3.40382 -0.21016 0.3672
H 3.28387 3.63719 -1.50210 0.2894
O -3.68507 3.31405 1.05825 -0.6056
H -3.61525 3.48268 2.00465 0.3150
H -3.24332 2.46589 0.93795 0.2904
O -1.97846 -2.47271 -1.62965 -0.6104
H -1.42664 -2.86704 -0.94482 0.2755
H -1.34977 -2.18875 -2.30278 0.3095
O -3.18832 -2.36322 1.64891 -0.5994
H -2.56276 -1.81955 2.14094 0.2986
H -4.02633 -2.22792 2.10545 0.3065
O 4.73843 -3.74117 -0.02609 -0.6209
H 4.29753 -3.71023 -0.88262 0.3078
H 5.64893 -3.97466 -0.23932 0.3169
O 2.62470 1.53183 0.12149 -0.7178
H 3.43777 1.89701 -0.24532 0.3811
H 2.52949 0.68070 -0.32066 0.2686
O -3.73834 -0.70798 -1.59218 -0.6239
H -3.73205 -1.54440 -1.11326 0.3409
H -2.80669 -0.52702 -1.76035 0.2928
O 4.48780 -0.16129 1.83187 -0.6001
H 3.66242 -0.04682 1.34748 0.3287
H 4.40748 -1.03599 2.22865 0.3107
O 0.54910 2.02018 -1.30724 -0.5322
H 0.98161 2.33819 -2.10773 0.2805
H -0.28125 2.50879 -1.27941 0.2813
O -4.09283 0.20837 0.77805 -0.5433
H -3.13957 0.07437 0.82638 0.2533
H -4.33862 0.46938 1.67273 0.3029

33
Properties=species:S:1:pos:R:3:mulliken_charge:R:1 method="wB97M-V/def2-TZVPD" homo_ha=-0.3468 smiles=O.O.O.O.O.O.O.O.O.O.O
O 1.44759 0.95859 -2.39471 -0.5391
H 1.07158 1.14001 -3.25607 0.2822
H 2.07099 0.24893 -2.54962 0.2605
O 0.12592 0.28553 0.09833 -0.4816
H -0.10791 -0.63945 0.17557 0.2807
H 0.08686 0.46531 -0.84102 0.2415
O -1.36239 2.39396 -2.35233 -0.6043
H -1.52164 1.45026 -2.36970 0.2972
H -1.63315 2.69902 -3.21827 0.2939
O 1.62378 0.15372 3.06769 -0.6628
H 2.45073 0.50634 3.39639 0.2929
H 1.76801 0.03966 2.12832 0.4182
O -1.98007 -2.43072 -0.52341 -0.6425
H -2.70774 -3.02625 -0.70253 0.2779
H -1.50280 -2.84447 0.19579 0.3401
O 0.68046 3.73654 -1.16104 -0.6435
H 0.71006 3.40623 -0.26313 0.3768
H -0.04574 3.26324 -1.56705 0.3643
O -2.34536 -0.36646 -2.42182 -0.6480
H -2.26260 -1.12622 -1.84549 0.3469
H -2.20980 -0.71710 -3.30211 0.3231
O 0.12647 -3.01737 1.45754 -0.5603
H 0.17329 -3.62448 2.19609 0.2587
H 0.91852 -3.19502 0.95026 0.2617
O 0.87273 2.70758 1.61126 -0.6914
H 0.63731 1.87479 1.20226 0.3272
H 1.23972 2.46251 2.46067 0.3395
O 2.57357 -0.61800 0.84224 -0.6909
H 2.25702 -1.52029 0.79866 0.2438
H 2.09794 -0.16298 0.14729 0.3873
O -2.13909 -1.45909 2.69590 -0.6273
H -1.48104 -1.03817 3.24910 0.3291
H -1.63314 -2.00600 2.09495 0.2484

33
Properties=species:S:1:pos:R:3:mulliken_charge:R:1 method="wB97M-V/def2-TZVPD" homo_ha=-0.3912 smiles=O.O.O.O.O.O.O.O.O.O.O
O 1.81575 -0.13347 -3.18503 -0.6973
H 1.45173 -0.57767 -3.95706 0.2967
H 1.12635 -0.18470 -2.50391 0.4359
O -0.70383 -3.34353 -0.04784 -0.6508
H -0.66205 -2.94179 -0.92227 0.3118
H -1.64653 -3.30134 0.19150 0.3427
O 0.27624 -0.61444 -0.80395 -0.6336
H -0.19514 -1.04706 -0.07564 0.3694
H 0.54180 0.24245 -0.44365 0.1074
O -1.99623 1.63911 -0.60808 -0.6983
H -1.19098 1.39373 -1.08172 0.3806
H -1.84912 2.55533 -0.35230 0.3003
O -2.76620 0.10530 1.64634 -0.7089
H -2.29374 0.53712 0.90879 0.3751
H -2.70717 0.73788 2.36627 0.3047
O 0.18686 0.68868 1.90207 -0.5106
H 0.27728 0.99454 2.81025 0.2541
H 1.06009 0.86785 1.50104 0.2717
O 2.77282 1.65345 0.98081 -0.6627
H 3.07040 2.50509 0.64958 0.2674
H 3.00270 1.02148 0.27059 0.3614
O -1.17185 -1.98301 3.45909 -0.6513
H -1.06578 -1.42184 2.67803 0.3672
H -0.52374 -1.65553 4.08999 0.2937
O -3.31396 -2.24082 0.16682 -0.6620
H -4.26214 -2.33521 0.29680 0.2806
H -3.06016 -1.51337 0.76424 0.4418
O 3.94776 0.31858 -1.49706 -0.6633
H 3.14246 -0.04832 -1.90132 0.4456
H 4.27752 0.93913 -2.15496 0.2884
O 0.79470 2.10009 -1.44059 -0.4814
H 0.47694 2.06690 -2.35445 0.3063
H 1.18723 2.97539 -1.35241 0.2176

33
Properties=species:S:1:pos:R:3:mulliken_charge:R:1 method="wB97M-V/def2-TZVPD" homo_ha=-0.4015 smiles=O.O.O.O.O.O.O.O.O.O.O
O -0.21754 0.44949 0.16488 -0.4268
H -0.50891 -0.28978 -0.45386 0.1064
H -0.55270 0.21785 1.01219 0.0541
O 0.58591 -2.58152 -1.07857 -0.5617
H 1.31900 -3.18652 -0.99494 0.3038
H 0.48335 -2.23511 -0.13107 0.2773
O 2.13513 -4.06438 2.46848 -0.6014
H 1.96910 -3.15021 2.11333 0.2943
H 1.42235 -4.58975 2.34360 0.3052
O -0.40600 -0.32833 3.85646 -0.5615
H -0.72357 -1.20618 4.09542 0.3180
H 0.14487 -0.52857 3.11098 0.2881
O -1.75765 1.84546 2.52433 -0.5474
H -0.79314 1.85314 2.23413 0.2636
H -2.00081 1.03446 2.05483 0.3316
O 0.95842 0.61395 -2.21082 -0.6230
H 0.14384 0.56441 -1.70595 0.5359
H 1.66198 0.95163 -1.61941 0.2443
O -2.26136 -1.64651 -4.76476 -0.6316
H -2.48870 -2.62457 -4.71461 0.3258
H -1.77332 -1.60644 -3.93821 0.3478
O -0.94574 3.91850 -2.36560 -0.5868
H -1.04457 4.89215 -2.15611 0.3014
H -0.71468 3.96046 -3.28110 0.3037
O 3.45259 1.15917 2.54019 -0.6136
H 3.60690 1.08247 3.47826 0.3224
H 2.54762 1.11790 2.39582 0.2931
O 0.45265 2.73515 0.49788 -0.6034
H 0.64818 1.84807 0.14329 0.3179
H 1.15320 3.31349 0.37243 0.2649
O -1.97592 -0.83050 -2.10564 -0.6626
H -1.83546 -1.29011 -1.31091 0.2916
H -2.68501 -1.39925 -2.57495 0.3284

33
Properties=species:S:1:pos:R:3:mulliken_charge:R:1 method="wB97M-V/def2-TZVPD" homo_ha=-0.3907 smiles=O.O.O.O.O.O.O.O.O.O.O
O -1.02158 3.10958 0.31856 -0.6590
H -1.23235 3.86864 -0.23269 0.3018
H -1.77630 2.50516 0.22804 0.3949
O -0.22735 -0.41854 0.20880 -0.1368
H -0.92812 0.11023 -0.18700 0.1859
H 0.54920 -0.23898 -0.33613 0.0121
O -0.25622 -0.35090 3.46967 -0.6409
H 0.16190 -0.43823 2.60317 0.3275
H 0.39083 -0.70035 4.08766 0.2988
O -1.21784 0.68617 -2.33266 -0.5621
H -2.15202 0.53994 -2.51922 0.2502
H -0.79275 0.66058 -3.19643 0.2836
O -0.38877 -3.12878 0.85958 -0.6649
H 0.37245 -3.63073 0.55731 0.3258
H -0.23535 -2.22728 0.53158 0.4591
O 3.29564 0.40620 -0.37095 -0.6865
H 3.93184 1.11087 -0.22045 0.2741
H 2.56941 0.81754 -0.86832 0.3771
O 1.28398 2.16223 -1.41621 -0.6660
H 0.76765 2.21564 -0.59768 0.3679
H 0.63475 1.93654 -2.09135 0.2856
O -2.65392 -1.27494 0.05596 -0.6866
H -1.87808 -1.77354 0.34988 0.2403
H -3.29294 -1.38569 0.76834 0.3003
O 2.87733 -1.34691 1.81557 -0.6237
H 3.04776 -0.80479 2.59029 0.2792
H 3.04349 -0.75707 1.05939 0.3953
O 1.76133 -1.64435 -1.77895 -0.5216
H 1.01559 -1.86579 -2.34612 0.2717
H 2.52304 -2.06748 -2.18616 0.2446
O -3.36613 1.58897 0.12135 -0.7080
H -3.66562 1.68856 1.03108 0.3339
H -3.14084 0.64750 0.02409 0.3466

33
Properties=species:S:1:pos:R:3:mulliken_charge:R:1 method="wB97M-V/def2-TZVPD" homo_ha=-0.3735 smiles=O.O.O.O.O.O.O.O.O.O.O
O 8.09924 13.64371 -25.39360 -0.7743
H 7.90333 12.87424 -25.94538 0.3310
H 9.00834 13.86821 -25.50413 0.3675
O 10.54423 9.03886 -22.79823 -0.6744
H 9.58369 9.11918 -22.71700 0.2662
H 10.73534 8.43844 -22.06887 0.3190
O 8.50989 11.68192 -23.33453 -0.5300
H 7.78320 11.01651 -23.34061 0.1597
H 8.20371 12.42903 -23.87172 0.3052
O 5.97405 12.13197 -21.19569 -0.5808
H 5.88431 11.34200 -21.69438 0.3048
H 5.95869 12.87148 -21.84586 0.3400
O 10.83577 13.53456 -24.38215 -0.6031
H 10.32182 13.50780 -23.55602 0.2597
H 10.96146 12.64011 -24.62805 0.4013
O 11.64725 10.87947 -24.62696 -0.7104
H 11.15002 10.58747 -23.87280 0.3616
H 12.28037 10.13232 -24.59547 0.2928
O 6.59458 9.80560 -24.41545 -0.6651
H 6.71940 8.88076 -24.60666 0.2779
H 5.63914 9.93699 -24.41113 0.3423
O 5.08428 9.51002 -21.59757 -0.6568
H 4.72041 8.68082 -21.29848 0.3113
H 6.01399 9.29930 -21.81042 0.2639
O 7.24012 11.36968 -26.45894 -0.6904
H 6.70293 10.98969 -27.15740 0.2928
H 7.04430 10.80125 -25.68143 0.4223
O 8.37543 16.12876 -23.79667 -0.6196
H 8.18992 15.38665 -24.35630 0.4077
H 7.55686 16.36042 -23.38206 0.2989
O 10.70458 11.71233 -21.95225 -0.6206
H 10.79637 10.76283 -21.96194 0.3894
H 9.84692 11.75066 -22.32232 0.4101

34
Properties=species:S:1:pos:R:3:mulliken_charge:R:1 method="wB97M-V/def2-TZVPD" homo_ha=-0.3761
Xe 2.35294 -14.02413 -8.78790 0.1302
O 1.21250 -14.38828 -5.66493 -0.5723
H 1.51130 -15.08942 -5.08582 0.2887
H 1.80650 -14.42666 -6.41454 0.1195
O 3.42234 -13.96256 -12.19395 -0.6439
H 3.17547 -14.86661 -11.99907 0.2943
H 2.60411 -13.54200 -12.45826 0.2923
O -0.45288 -14.22938 -10.76096 -0.6304
H -0.45423 -14.18508 -9.80478 0.2657
H -0.37855 -15.16316 -10.95783 0.3191
O 4.01530 -18.06556 -8.00163 -0.6020
H 3.14668 -18.25686 -8.35539 0.3046
H 4.05084 -17.11010 -7.95623 0.3017
O 3.78081 -10.88387 -8.53142 -0.6083
H 3.92181 -9.96847 -8.77303 0.3157
H 3.50108 -10.85028 -7.61662 0.2743
O 3.35024 -11.91080 -5.40540 -0.5561
H 4.13954 -12.39947 -5.63874 0.3102
H 3.61165 -11.37663 -4.65537 0.2636
O 6.26049 -12.17097 -8.98165 -0.7076
H 5.46057 -11.65361 -8.88833 0.3903
H 6.91992 -11.54238 -9.27537 0.3225
O 0.30865 -11.58061 -6.11407 -0.5962
H -0.07510 -11.76281 -6.97185 0.2953
H 0.87052 -12.33514 -5.93737 0.3000
O 0.88320 -12.53887 -12.72475 -0.6593
H 0.49655 -13.06711 -12.02640 0.4193
H 0.74965 -13.05622 -13.51895 0.2880
O 6.12282 -14.15421 -10.99788 -0.6379
H 6.05530 -13.47977 -10.32200 0.3846
H 5.28237 -14.12104 -11.45481 0.3666
O 1.54381 -10.81002 -10.43030 -0.6184
H 2.31480 -11.17172 -9.99330 0.2653
H 1.73893 -10.88733 -11.36420 0.3201

Results for total energy: -22878.0043, -22879.9412, -22880.6407, -22877.0880, -22880.6160, -22879.5651, -31842.2573 (in eV, following the order of the records).
Results for HOMO-LUMO gap: 10.0, 8.9, 10.4, 10.0, 10.6, 9.2, 9.9 (in eV, following the order of the records).
Results for energy relative to the best compared isomer or geometry (same formula, charge and spin): 3.5096, 1.5727, 0.8732, 4.4259, 0.8979, 1.9488, 0.6893 (in eV, following the order of the records).